--- 1 ---
Formula: C3H13N2O
Source: the OMol25 dataset
Level of theory: wB97M-V/def2-TZVPD

Properties
- net charge = +1
- lowest unoccupied orbital energy (eV) = -3.220
- highest occupied orbital energy (eV) = -14.136

Bonds (Å) are listed after each position.
Cartesian coordinates (Å):
1 O 2.2833 2.4903 -0.2850  H9 0.966, H18 0.965
2 N -1.1153 0.6631 0.9884  C4 1.533, H10 1.082, H12 1.014, H17 1.033
3 N -1.7478 -1.2458 -1.0274  C5 1.484, H7 1.011, H13 1.016
4 C 0.2486 -0.0256 1.1160  N2 1.533, C6 1.525, H11 1.090, H19 1.068
5 C -0.4309 -1.8232 -0.6591  N3 1.484, C6 1.542, H8 1.087, H16 1.096
6 C 0.5983 -0.7907 -0.1559  C4 1.525, C5 1.542, H14 1.081, H15 1.095
7 H -1.6739 -0.7932 -1.9288  N3 1.011
8 H -0.5980 -2.5693 0.1130  C5 1.087
9 H 2.9192 3.0355 0.1957  O1 0.966
10 H -1.7463 0.0940 0.3181  N2 1.082
11 H 0.9188 0.8148 1.2944  C4 1.090
12 H -1.0377 1.6416 0.7338  N2 1.014
13 H -2.4076 -2.0003 -1.1918  N3 1.016
14 H 1.4830 -1.3801 0.0396  C6 1.081
15 H 0.8153 -0.0616 -0.9431  C6 1.095
16 H 0.0439 -2.2953 -1.5265  C5 1.096
17 H -1.6549 0.6575 1.8690  N2 1.033
18 H 1.6421 3.1628 -0.5459  O1 0.965
19 H 0.2252 -0.6377 1.9902  C4 1.068

Mulliken atomic charge list, values in e, 5 entries: number 1, O, carries -0.632; number 2, N, carries -0.297; number 3, N, carries -0.636; number 4, C, carries -0.680; number 5, C, carries -0.594



--- 2 ---
Formula: C3H13N2O
Source: the OMol25 dataset
Level of theory: wB97M-V/def2-TZVPD

Properties
- net charge = +1
- lowest unoccupied orbital energy (eV) = -3.322
- highest occupied orbital energy (eV) = -12.673

Bonds (Å) are listed after each position.
Cartesian coordinates (Å):
1 O -2.3020 -2.8762 1.8627  H11 0.971, H16 0.945
2 N 0.5041 1.7202 -0.3402  C4 1.444, C5 1.421, H13 1.010
3 N -0.9337 -0.8630 -0.1132  C6 1.471, H8 1.029, H15 1.037, H19 1.021
4 C 1.1016 2.2695 -1.5345  N2 1.444, H7 1.089, H12 1.089, H14 1.097
5 C 1.0584 0.6032 0.3418  N2 1.421, C6 1.521, H9 1.098, H18 1.095
6 C 0.5277 -0.7182 -0.1934  N3 1.471, C5 1.521, H10 1.092, H17 1.087
7 H 0.7310 1.8310 -2.4600  C4 1.089
8 H -1.3725 -1.2064 -0.9781  N3 1.029
9 H 2.1481 0.4976 0.2558  C5 1.098
10 H 0.8967 -0.6429 -1.2185  C6 1.092
11 H -2.9308 -2.2496 2.2566  O1 0.971
12 H 0.9938 3.3525 -1.5562  C4 1.089
13 H 0.0097 2.3589 0.2667  N2 1.010
14 H 2.1896 2.1326 -1.5309  C4 1.097
15 H -1.1531 -1.6707 0.4996  N3 1.037
16 H -1.9296 -3.3958 2.5588  O1 0.945
17 H 0.9977 -1.6075 0.2177  C6 1.087
18 H 1.0012 0.5798 1.4345  C5 1.095
19 H -1.5378 -0.1149 0.2308  N3 1.021

Mulliken atomic charge list, values in e, 5 entries: number 1, O, carries -0.683; number 2, N, carries -0.196; number 3, N, carries -0.239; number 4, C, carries -0.939; number 5, C, carries -0.718



--- 3 ---
Formula: C3H13N2O
Source: the OMol25 dataset
Level of theory: wB97M-V/def2-TZVPD

Properties
- net charge = +1
- lowest unoccupied orbital energy (eV) = -2.832
- highest occupied orbital energy (eV) = -14.852

Bonds (Å) are listed after each position.
Cartesian coordinates (Å):
1 O 0.6194 -3.4041 -0.4425  H7 1.028, H11 0.964
2 N -0.3064 -0.6893 -1.0062  C4 1.560, H8 1.014, H9 1.055, H17 1.083
3 N -1.3531 0.7191 0.8106  C5 1.594, H18 1.012, H19 1.138
4 C 0.8933 0.0898 -0.3842  N2 1.560, C6 1.470, H10 1.132, H12 1.124
5 C -0.3327 1.9415 0.8867  N3 1.594, C6 1.566, H15 1.084, H16 1.068
6 C 0.6725 1.5361 -0.2442  C4 1.470, C5 1.566, H13 1.145, H14 1.135
7 H 1.5378 -3.3306 0.0142  O1 1.028
8 H -0.5722 -1.5791 -0.6003  N2 1.014
9 H -0.2575 -0.8279 -2.0505  N2 1.055
10 H 1.1397 -0.2607 0.6638  C4 1.132
11 H 0.2945 -4.3023 -0.3121  O1 0.964
12 H 1.6992 -0.2109 -1.1085  C4 1.124
13 H 0.0764 2.0513 -1.0745  C6 1.145
14 H 1.6230 2.0674 0.0742  C6 1.135
15 H -0.0445 1.9179 1.9309  C5 1.084
16 H -0.9285 2.8050 0.6892  C5 1.068
17 H -1.0315 -0.0875 -0.4732  N2 1.083
18 H -2.2396 1.2024 0.7437  N3 1.012
19 H -1.4898 0.3618 1.8829  N3 1.138

Mulliken atomic charge list, values in e, 5 entries: number 1, O, carries -0.646; number 2, N, carries -0.328; number 3, N, carries -0.760; number 4, C, carries -0.557; number 5, C, carries -0.615



Tell me which of them is the most stable. Sure, it is 1.



--- 1 ---
Formula: C3H10OS2
Source: the OMol25 dataset
Level of theory: wB97M-V/def2-TZVPD

Properties
- SMILES string = CSCCS.O
- net charge = 0
- lowest unoccupied orbital energy (eV) = 0.736
- highest occupied orbital energy (eV) = -8.904

Bonds (Å) are listed after each position.
Cartesian coordinates (Å):
1 S -0.9195 1.4190 0.6833  C5 1.772, C6 1.824
2 S 0.3627 3.6028 4.1523  C4 1.805, H16 1.350
3 O 0.6561 6.0859 6.4261  H13 0.984, H15 0.984
4 C -0.3503 3.2520 2.5312  S2 1.805, C5 1.561, H8 1.107, H14 1.107
5 C 0.2637 1.9724 1.8806  S1 1.772, C4 1.561, H10 1.107, H12 1.107
6 C 0.0000 0.0000 0.0000  S1 1.824, H7 1.103, H9 1.103, H11 1.103
7 H 0.4527 0.2722 -0.9683  C6 1.103
8 H -1.4497 3.1872 2.6432  C4 1.107
9 H 0.7965 -0.3633 0.6710  C6 1.103
10 H 1.3192 2.1739 1.6146  C5 1.107
11 H -0.7205 -0.8184 -0.1662  C6 1.103
12 H 0.2601 1.2499 2.7193  C5 1.107
13 H 0.5526 5.3300 5.8047  O3 0.984
14 H -0.1314 4.0848 1.8356  C4 1.107
15 H -0.0030 6.7498 6.1209  O3 0.984
16 H 0.5034 2.2775 4.3675  S2 1.350

Mulliken atomic charge list, values in e, 5 entries: number 1, S, carries -0.080; number 2, S, carries -0.178; number 3, O, carries -0.619; number 4, C, carries -0.723; number 5, C, carries -0.487



--- 2 ---
Formula: C3H10OS2
Source: the OMol25 dataset
Level of theory: wB97M-V/def2-TZVPD

Properties
- SMILES string = CCCSS.O
- net charge = 0
- lowest unoccupied orbital energy (eV) = 0.602
- highest occupied orbital energy (eV) = -8.691

Bonds (Å) are listed after each position.
Cartesian coordinates (Å):
1 S 0.7149 2.0107 -0.5241  S2 2.114, C4 1.763
2 S -1.3183 2.4007 -0.9529  S1 2.114, H11 1.330
3 O 0.0776 -0.1194 3.2189  H14 0.926, H16 0.887
4 C 1.3092 0.5272 -1.2681  S1 1.763, C5 1.591, H9 1.089, H15 1.143
5 C 0.5533 -0.8615 -1.0921  C4 1.591, C6 1.613, H10 1.024, H13 1.070
6 C -0.9206 -1.0295 -0.4596  C5 1.613, H7 1.147, H8 1.108, H12 1.005
7 H -0.9263 -0.6548 0.6244  C6 1.147
8 H -1.0782 -2.1266 -0.4458  C6 1.108
9 H 2.2857 0.4321 -0.7958  C4 1.089
10 H 1.1466 -1.3295 -0.4013  C5 1.024
11 H -1.9902 2.1176 0.1596  S2 1.330
12 H -1.6305 -0.5510 -0.9857  C6 1.005
13 H 0.2754 -1.2189 -2.0613  C5 1.070
14 H -0.1006 -0.8943 3.6937  O3 0.926
15 H 1.5040 0.6576 -2.3871  C4 1.143
16 H 0.0981 0.6395 3.6773  O3 0.887

Mulliken atomic charge list, values in e, 5 entries: number 1, S, carries -0.066; number 2, S, carries -0.255; number 3, O, carries -0.573; number 4, C, carries -0.472; number 5, C, carries -0.393



--- 3 ---
Formula: C3H10OS2
Source: the OMol25 dataset
Level of theory: wB97M-V/def2-TZVPD

Properties
- SMILES string = CCSSC.O
- net charge = 0
- lowest unoccupied orbital energy (eV) = -0.581
- highest occupied orbital energy (eV) = -8.969

Bonds (Å) are listed after each position.
Cartesian coordinates (Å):
1 S 0.7676 1.0355 -0.1466  S2 2.382, C6 1.768
2 S 1.0904 -0.5414 1.6093  S1 2.382, C4 1.793
3 O 2.4319 0.4852 -3.4720  H11 0.968, H12 0.966
4 C 0.3578 -1.9630 0.7987  S2 1.793, H8 1.089, H14 1.088, H16 1.086
5 C -1.6272 1.0964 1.3200  C6 1.541, H9 1.087, H10 1.093, H15 1.087
6 C -0.9728 0.7495 -0.0318  S1 1.768, C5 1.541, H7 1.099, H13 1.085
7 H -1.4081 1.4858 -0.7213  C6 1.099
8 H -0.6953 -2.0735 1.0542  C4 1.089
9 H -1.0718 1.8368 1.8901  C5 1.087
10 H -1.6722 0.1821 1.9167  C5 1.093
11 H 2.1081 0.3077 -2.5767  O3 0.968
12 H 3.2570 0.9262 -3.2301  O3 0.966
13 H -1.2885 -0.1992 -0.4545  C6 1.085
14 H 0.9567 -2.8277 1.0770  C4 1.088
15 H -2.6854 1.3308 1.2427  C5 1.087
16 H 0.4516 -1.8312 -0.2755  C4 1.086

Mulliken atomic charge list, values in e, 5 entries: number 1, S, carries -0.150; number 2, S, carries -0.111; number 3, O, carries -0.619; number 4, C, carries -0.728; number 5, C, carries -0.982



--- 4 ---
Formula: C3H10OS2
Source: the OMol25 dataset
Level of theory: wB97M-V/def2-TZVPD

Properties
- SMILES string = CCSSC.O
- net charge = 0
- lowest unoccupied orbital energy (eV) = -0.573
- highest occupied orbital energy (eV) = -8.827

Bonds (Å) are listed after each position.
Cartesian coordinates (Å):
1 S 0.9312 -0.4129 0.6435  S2 2.373, C5 1.745
2 S -0.0845 -0.7691 -1.4711  S1 2.373, C6 1.814
3 O 0.0101 -4.0680 0.0045  H15 0.969, H16 0.970
4 C 1.5050 2.2504 0.3853  C5 1.545, H7 1.089, H8 1.084, H13 1.101
5 C 0.4381 1.2450 0.8729  S1 1.745, C4 1.545, H11 1.106, H12 1.087
6 C -1.7232 -0.2840 -0.8618  S2 1.814, H9 1.102, H10 1.086, H14 1.085
7 H 1.6203 3.1097 1.0449  C4 1.089
8 H 1.4013 2.4901 -0.6668  C4 1.084
9 H -2.2410 -1.2214 -1.1203  C6 1.102
10 H -1.8612 -0.3581 0.2127  C6 1.086
11 H 0.4160 1.2363 1.9783  C5 1.106
12 H -0.5234 1.4818 0.4256  C5 1.087
13 H 2.4456 1.6831 0.4562  C4 1.101
14 H -2.0668 0.6338 -1.3280  C6 1.085
15 H -0.8351 -3.6272 -0.1676  O3 0.969
16 H 0.5675 -3.3897 -0.4083  O3 0.970

Mulliken atomic charge list, values in e, 5 entries: number 1, S, carries -0.094; number 2, S, carries -0.167; number 3, O, carries -0.611; number 4, C, carries -1.069; number 5, C, carries -0.257



Tell me which of them is the most stable. Sure, it is 1.